Arrangement i

{"formula": "C11H13NO2", "method": "ωB97M-V/def2-TZVPD", "homo_energy_ev": -8.8, "gap_ev": 8.76, "elements": ["H", "C", "O", "H", "H", "C", "C", "H", "C", "C", "H", "H", "H", "N", "C", "C", "C", "H", "H", "H", "C", "O", "C", "H", "H", "C", "H"], "coordinates": [[2.861, -1.404, -2.342], [-1.257, 2.570, -0.349], [0.107, 2.006, -0.565], [-3.204, 1.749, 0.013], [-0.107, -1.017, 2.687], [0.923, -0.744, 0.748], [1.829, 0.312, 1.301], [-2.304, -1.625, 1.883], [-0.185, -0.995, 1.615], [-2.146, 1.415, 0.183], [-1.696, 3.289, -1.289], [-2.000, 1.237, 1.206], [3.431, 1.578, 0.964], [-2.022, 0.227, -0.611], [2.510, -1.056, -1.315], [3.300, 0.011, -0.697], [-2.087, -1.112, -0.197], [-0.095, 1.026, -0.604], [4.344, 0.083, -1.084], [0.413, -1.806, -1.012], [2.946, 0.595, 0.508], [-2.512, -2.059, -0.953], [-1.495, -1.148, 1.212], [-1.107, 3.293, 0.780], [-2.140, 0.397, -1.677], [1.227, -1.312, -0.568], [1.604, 0.827, 2.252]], "mulliken_charge": [0.32, -0.31, -0.42, 0.34, 0.47, 0.28, -0.29, 0.31, -0.60, -0.66, 0.24, 0.44, 0.18, -0.16, -0.68, -0.35, 0.14, 0.34, 0.35, 0.48, -0.27, -0.66, -0.37, 0.23, 0.25, 0.08, 0.32]}

***

Arrangement ii

{"formula": "C11H13NO2", "method": "ωB97M-V/def2-TZVPD", "homo_energy_ev": -8.9, "gap_ev": 9.51, "elements": ["H", "N", "H", "C", "C", "O", "O", "H", "C", "H", "C", "C", "H", "H", "H", "H", "C", "H", "H", "H", "C", "C", "C", "H", "H", "C", "C"], "coordinates": [[-2.958, -0.563, -1.809], [-1.949, -1.840, -0.841], [2.940, -1.595, -2.165], [3.373, -0.062, -0.485], [-2.083, -0.625, -1.143], [-1.173, -2.061, 0.276], [-0.821, -0.791, 2.114], [1.223, 0.556, 2.056], [1.372, -1.315, -0.784], [-0.888, 2.143, -1.387], [2.675, -1.007, -1.188], [-0.533, 1.475, -0.678], [-2.253, 1.541, 1.444], [-1.800, -0.644, 2.465], [4.416, 0.117, -0.750], [-0.140, 1.973, 0.169], [2.865, 0.477, 0.655], [0.821, -2.124, -1.266], [-3.473, 0.319, 0.926], [0.240, 0.954, -1.189], [-1.540, 0.448, -0.292], [0.831, -0.763, 0.390], [-0.623, -0.888, 0.758], [3.535, 1.037, 1.248], [-3.047, 1.998, -0.080], [1.603, 0.185, 1.088], [-2.614, 1.053, 0.469]], "mulliken_charge": [0.43, -0.39, 0.25, -0.50, -0.62, -0.29, -0.62, 0.37, -0.23, 0.62, -0.56, -1.74, 0.34, 0.43, 0.35, 0.35, -0.50, 0.40, 0.30, 0.36, 1.49, 0.06, 0.92, 0.45, 0.34, -0.49, -1.53]}

***

Energy ordering: arrangement ii at the bottom, the next structure 68.8 kJ/mol above.